1.
Below is a 2-piece molecular cluster, C8H12N3O overall in a non-equilibrium geometry, with properties calculated with ωB97M-V with the def2-TZVPD basis set.

Frontier orbital gap, eV: 9.2
E_LUMO, hartree: -0.123
ΔE to the lowest compared entry with this formula, charge and spin, kcal/mol: 102.6
Energy, a.u.: -551.14917

```
! RIJCOSX wB97M-V def2-TZVPD def2/J DEFGRID3
* xyz 1 1
C -1.31 1.38 0.41
C -2.58 1.23 -0.08
C -0.68 0.09 0.38
C -1.63 -0.80 -0.09
C 1.25 2.12 -1.27
C 2.46 2.06 -0.98
C 0.57 -0.20 1.02
C -1.55 -2.22 -0.37
N 1.46 -0.89 0.28
N 0.89 0.31 2.20
N 1.37 -1.40 -1.03
O -2.75 -0.07 -0.44
H -0.68 2.22 0.61
H -3.34 2.00 -0.23
H 0.22 2.16 -1.45
H 3.49 2.05 -0.76
H -2.13 -2.59 0.42
H -2.15 -2.40 -1.26
H -0.68 -2.79 -0.25
H 2.51 -0.95 0.64
H 0.20 0.93 2.49
H 1.71 0.26 2.79
H 2.23 -1.72 -1.26
H 1.11 -0.79 -1.77
*
```

=====

2.
Below is C2O4S as an isolated structure in a non-equilibrium geometry, with properties calculated with ωB97M-V with the def2-TZVPD basis set.

Frontier orbital gap, eV: 8.5
E_LUMO, hartree: -0.071
ΔE to the lowest compared entry with this formula, charge and spin, kcal/mol: 13.2
Energy, a.u.: -775.29793

```
! RIJCOSX wB97M-V def2-TZVPD def2/J DEFGRID3
* xyz 0 1
C -0.06 0.78 -0.29
C -0.83 -0.49 -0.09
O -0.18 1.96 -0.12
O -1.98 -0.78 0.18
O 0.20 -1.40 -0.15
O 2.33 -0.05 0.72
S 1.54 -0.29 -0.46
*
```

=====

3.
Below is a 2-piece molecular cluster, C5H8ClNSi overall in a non-equilibrium geometry, with properties calculated with ωB97M-V with the def2-TZVPD basis set.

Frontier orbital gap, eV: 8.6
E_LUMO, hartree: 0.026
ΔE to the lowest compared entry with this formula, charge and spin, kcal/mol: 44.4
Energy, a.u.: -999.70137

```
! RIJCOSX wB97M-V def2-TZVPD def2/J DEFGRID3
* xyz 0 1
C 2.40 0.02 -0.48
C 1.34 0.99 -0.50
C 1.86 -1.10 0.17
C 0.31 0.38 0.17
C -1.07 0.84 0.42
N 0.55 -0.90 0.53
Si -2.25 -0.34 -0.51
Cl -4.17 -0.06 -0.19
H 3.37 0.30 -1.07
H 1.25 2.02 -0.80
H 2.39 -1.96 0.48
H -1.36 0.61 1.92
H -1.12 1.98 0.50
H 0.02 -1.44 1.19
H -1.68 -1.60 0.00
H -1.82 0.27 -1.82
*
```

=====

4.
Below is C31H49ClO2P2Tb as an isolated structure in a non-equilibrium geometry, with properties calculated with ωB97M-V with the def2-TZVPD basis set.

<S²>: 12.6898
Frontier orbital gap (alpha / beta), eV: 8.0 / 8.2
E_LUMO (alpha / beta), hartree: -0.101 / -0.091
ΔE to the lowest compared entry with this formula, charge and spin, kcal/mol: 0.0
Energy, a.u.: -3328.30499

```
! RIJCOSX wB97M-V def2-TZVPD def2/J DEFGRID3
* xyz 1 7
Tb -0.10 0.05 0.19
C -2.09 1.70 0.09
C -2.51 0.79 -0.91
C -2.33 -0.41 1.06
C -2.06 0.98 1.33
C -2.65 -0.51 -0.31
C -2.00 3.16 -0.06
H -1.60 3.39 -1.05
H -1.33 3.58 0.69
H -2.98 3.63 0.04
C -1.96 1.56 2.68
H -1.70 2.62 2.62
H -1.18 1.01 3.21
H -2.91 1.44 3.23
C -2.41 -1.50 2.05
H -3.45 -1.68 2.34
H -1.82 -1.25 2.94
H -2.01 -2.42 1.61
C -3.33 -1.68 -0.91
H -4.42 -1.62 -0.78
H -2.99 -2.58 -0.41
H -3.08 -1.73 -1.96
C -3.14 1.23 -2.18
H -4.12 1.71 -2.00
H -3.27 0.40 -2.87
H -2.49 1.97 -2.66
C 1.39 0.56 -3.40
C 0.38 1.41 -3.56
C -0.23 1.65 -4.92
C -1.10 0.52 -5.55
C -1.24 -0.77 -4.78
C -0.21 -1.60 -4.68
C 1.13 -1.26 -5.29
C 1.97 -0.15 -4.60
H 0.56 1.89 -5.66
H -0.70 0.33 -6.57
H -0.87 2.54 -4.86
H 2.24 0.57 -5.39
H 1.87 0.37 -2.43
H -0.03 2.00 -2.72
H 2.92 -0.63 -4.29
H 1.75 -2.17 -5.27
H -0.23 -2.54 -4.11
H 1.01 -0.98 -6.36
H -2.10 0.95 -5.67
H -2.21 -0.90 -4.30
P 1.71 2.09 0.56
C 1.30 2.84 2.17
H 2.12 3.48 2.52
H 1.12 2.06 2.91
H 0.39 3.43 2.11
C 3.37 1.41 0.80
H 4.03 2.16 1.22
H 3.76 1.08 -0.16
H 3.34 0.54 1.46
C 1.87 3.54 -0.51
H 2.28 3.23 -1.47
H 2.51 4.28 -0.04
H 0.87 3.95 -0.69
P 0.88 -2.49 -0.30
C -0.36 -3.72 -0.81
H 0.10 -4.60 -1.24
H -1.03 -3.25 -1.53
H -0.96 -4.00 0.05
C 2.50 -2.66 -1.10
H 2.43 -2.71 -2.18
H 3.04 -3.52 -0.71
H 3.06 -1.76 -0.86
C 1.26 -3.22 1.34
H 1.51 -4.27 1.22
H 0.39 -3.12 1.99
H 2.08 -2.69 1.82
Cl 0.55 -0.65 9.14
C 0.75 -0.59 7.43
C 1.40 -1.64 6.77
C 1.54 -1.59 5.38
C 1.02 -0.53 4.64
C 0.41 0.54 5.30
C 0.26 0.50 6.70
C 1.38 -0.53 3.17
O 2.55 -0.84 2.89
O 0.47 -0.26 2.25
H 1.79 -2.47 7.35
H 2.10 -2.37 4.87
H 0.09 1.40 4.73
H -0.24 1.30 7.24
*
```

=====

5.
Below is one molecule with the formula C33H52Br2ClIN2O6 in a non-equilibrium geometry, with properties calculated with ωB97M-V with the def2-TZVPD basis set.

Frontier orbital gap, eV: 7.2
E_LUMO, hartree: -0.030
Energy, a.u.: -7754.32704

```
! RIJCOSX wB97M-V def2-TZVPD def2/J DEFGRID3
* xyz 0 1
O 3.46 0.65 2.27
N 2.60 1.31 1.71
O 1.53 0.54 1.38
C 1.01 1.14 0.14
C 0.91 0.09 -1.14
C 2.43 0.12 -1.83
O 3.46 -0.23 -0.84
C 4.81 -0.31 -1.43
C 6.06 -0.54 -0.35
C 7.63 -0.71 -0.77
C 8.01 -0.64 -2.37
C 6.78 -0.37 -3.44
C 5.19 -0.19 -3.02
O 0.67 -1.31 -0.76
C -0.68 -1.57 -0.28
O -1.67 -0.51 -0.49
C -1.35 -2.95 -0.94
C -1.00 -3.15 -2.52
C -1.90 -2.25 -3.56
C -3.47 -2.06 -3.14
C -4.30 -1.00 -4.11
C -3.47 0.38 -4.45
C -2.94 1.01 -3.03
C -3.08 2.65 -2.95
C -1.91 3.16 -1.90
C -2.43 4.30 -0.84
C -3.67 3.79 0.14
C -3.39 2.33 0.85
N -3.37 2.35 2.36
C -4.18 3.13 3.39
C -3.67 2.61 4.89
C -2.50 1.48 4.70
C -2.41 1.41 3.06
C -0.53 -1.93 1.35
O 0.75 -2.71 1.44
C 1.09 -2.82 2.86
Cl 2.85 -3.49 2.96
C 0.05 -3.81 3.65
C -0.24 -5.23 2.88
C -1.89 -5.46 2.95
I -2.57 -7.06 1.57
H 1.71 2.07 -0.14
H -0.07 1.52 0.35
H 0.19 0.49 -2.01
H 2.44 -0.62 -2.77
H 2.57 1.20 -2.30
H 5.80 -0.59 0.81
H 8.41 -0.90 0.09
H 9.14 -0.80 -2.68
H 7.11 -0.33 -4.59
H 4.37 0.00 -3.83
H -2.18 -0.47 0.39
H -0.90 -3.87 -0.32
H -2.49 -2.93 -0.67
H 0.16 -3.05 -2.77
H -1.26 -4.29 -2.78
H -1.32 -1.25 -3.77
H -1.90 -2.84 -4.59
H -4.10 -3.07 -3.18
H -3.63 -1.64 -2.03
H -5.34 -0.67 -3.64
H -4.58 -1.52 -5.14
H -4.07 1.17 -5.07
H -2.52 0.05 -5.07
H -1.81 0.71 -2.93
H -3.49 0.53 -2.09
H -4.15 2.98 -2.60
H -2.82 3.06 -4.04
H -1.41 2.22 -1.41
H -1.07 3.66 -2.58
H -1.49 4.63 -0.19
H -2.81 5.23 -1.45
H -3.74 4.58 1.01
H -4.72 3.80 -0.43
H -2.38 1.81 0.50
H -4.27 1.61 0.48
H -5.01 3.93 3.14
H -4.04 2.99 5.96
H -1.87 0.86 5.46
H -1.75 0.78 2.33
H -0.49 -0.98 2.02
H -1.44 -2.65 1.58
H 1.06 -1.75 3.40
H -0.94 -3.22 3.93
H 0.56 -4.07 4.69
H 0.02 -5.21 1.72
H 0.34 -6.13 3.36
H -2.48 -4.44 2.73
H -2.12 -5.80 4.04
Br 3.66 2.68 2.34
C 4.62 4.21 3.07
C 6.01 3.83 3.49
Br 6.00 2.88 5.19
H 4.01 4.62 3.88
H 4.65 4.94 2.25
H 6.62 4.73 3.67
H 6.53 3.19 2.77
*
```

=====

Which of these has the highest energy? C8H12N3O

=====

Repeat the third record exactly.
Below is a 2-piece molecular cluster, C5H8ClNSi overall in a non-equilibrium geometry, with properties calculated with ωB97M-V with the def2-TZVPD basis set.

Frontier orbital gap, eV: 8.6
E_LUMO, hartree: 0.026
ΔE to the lowest compared entry with this formula, charge and spin, kcal/mol: 44.4
Energy, a.u.: -999.70137

```
! RIJCOSX wB97M-V def2-TZVPD def2/J DEFGRID3
* xyz 0 1
C 2.40 0.02 -0.48
C 1.34 0.99 -0.50
C 1.86 -1.10 0.17
C 0.31 0.38 0.17
C -1.07 0.84 0.42
N 0.55 -0.90 0.53
Si -2.25 -0.34 -0.51
Cl -4.17 -0.06 -0.19
H 3.37 0.30 -1.07
H 1.25 2.02 -0.80
H 2.39 -1.96 0.48
H -1.36 0.61 1.92
H -1.12 1.98 0.50
H 0.02 -1.44 1.19
H -1.68 -1.60 0.00
H -1.82 0.27 -1.82
*
```